No. 1
DFT (ωB97M-V/def2-TZVPD) results for a structure of composition C4H3BrClNS at a distorted geometry.

The geometry in ORCA input format:
```
! RIJCOSX wB97M-V def2-TZVPD def2/J DEFGRID3
* xyz 0 1
Br 3.06 -0.09 -1.00
Cl -1.05 2.84 0.27
S -2.22 -0.68 -1.59
N -0.66 -0.82 -1.04
C -1.23 1.36 -0.45
C 1.90 0.30 0.34
C -2.40 0.97 -0.96
C -0.30 0.29 -0.55
H 1.82 -0.41 1.14
H -3.38 1.33 -1.09
H 2.14 1.35 0.67
*
```

Summary:
Lowest unoccupied orbital energy ... -0.24 eV
Relative energy (zero: lowest compared OMol25 entry of this formula, charge and spin) ... 260.6 kJ/mol
Frontier orbital gap ... 8.77 eV


No. 2
DFT (ωB97M-V/def2-TZVPD) results for a cluster of 2 separate species, C4H3BrO in total at a distorted geometry.

The geometry in ORCA input format:
```
! RIJCOSX wB97M-V def2-TZVPD def2/J DEFGRID3
* xyz 0 3
Br 3.34 2.19 -1.29
O -0.17 -0.98 -1.50
C -1.29 -0.72 0.66
C 1.00 0.91 0.16
C -0.38 -0.58 -0.41
C 1.80 1.40 -0.57
H -0.66 -0.73 1.66
H -1.85 -1.67 0.67
H -1.78 0.19 0.63
*
```

Summary:
Expectation value of S² ... 2.012
Lowest unoccupied orbital energy (alpha / beta) ... 0.11 / -3.49 eV
Relative energy (zero: lowest compared OMol25 entry of this formula, charge and spin) ... 316.5 kJ/mol
Frontier orbital gap (alpha / beta) ... 5.71 / 6.52 eV


No. 3
DFT (ωB97M-V/def2-TZVPD) results for a cluster of 2 separate species, C4H3Cl2NO2 in total at a distorted geometry.

The geometry in ORCA input format:
```
! RIJCOSX wB97M-V def2-TZVPD def2/J DEFGRID3
* xyz 0 1
Cl -1.70 -1.97 -0.31
Cl -3.44 0.10 0.78
O -0.35 2.51 -1.19
O 0.51 1.88 0.75
N -0.39 1.69 -0.32
C 1.51 -2.16 0.18
C -1.98 -0.28 -0.03
C 1.97 -1.11 -0.17
C -1.04 0.59 -0.16
H 1.41 2.04 0.49
H 1.59 -3.11 0.62
H 1.89 -0.17 -0.64
*
```

Summary:
Lowest unoccupied orbital energy ... -0.07 eV
Relative energy (zero: lowest compared OMol25 entry of this formula, charge and spin) ... 407.0 kJ/mol
Frontier orbital gap ... 9.68 eV
SMILES ... [O-][N+](O)=C=C(Cl)Cl.C#C


No. 4
DFT (ωB97M-V/def2-TZVPD) results for a structure of composition C4H3ClF2O at a distorted geometry.

The geometry in ORCA input format:
```
! RIJCOSX wB97M-V def2-TZVPD def2/J DEFGRID3
* xyz 0 1
Cl 2.91 0.40 -0.25
F -1.65 -1.22 -1.21
F -2.31 -0.35 0.64
O 1.54 -1.66 0.71
C -0.05 1.50 -0.29
C 0.31 0.27 0.01
C 1.48 -0.55 0.31
C -1.25 -0.94 0.05
H -0.76 -1.73 0.69
H -0.95 2.04 -0.46
H 0.72 2.24 -0.19
*
```

Summary:
Lowest unoccupied orbital energy ... -0.69 eV
Relative energy (zero: lowest compared OMol25 entry of this formula, charge and spin) ... 177.4 kJ/mol
Frontier orbital gap ... 9.54 eV


No. 5
DFT (ωB97M-V/def2-TZVPD) results for an isolated molecule of C4H3ClFNO at a distorted geometry.

The geometry in ORCA input format:
```
! RIJCOSX wB97M-V def2-TZVPD def2/J DEFGRID3
* xyz 0 1
Cl -0.03 3.09 -0.25
F 1.31 1.37 2.00
O -0.42 -1.96 -1.18
N -0.35 -0.84 -0.31
C 0.28 -0.70 0.83
C -0.38 0.45 -0.92
C 0.68 0.68 0.98
C 0.15 1.39 -0.11
H -1.06 -2.50 -0.62
H 0.69 -1.58 1.45
H -0.87 0.62 -1.88
*
```

Summary:
Lowest unoccupied orbital energy ... 0.47 eV
Relative energy (zero: lowest compared OMol25 entry of this formula, charge and spin) ... 260.2 kJ/mol
Frontier orbital gap ... 9.14 eV
SMILES ... On1cc(F)c(Cl)c1


No. 6
DFT (ωB97M-V/def2-TZVPD) results for an isolated molecule of C4H3ClFNO at a distorted geometry.

The geometry in ORCA input format:
```
! RIJCOSX wB97M-V def2-TZVPD def2/J DEFGRID3
* xyz 0 1
Cl -2.90 -0.90 -0.02
F -1.68 2.15 -0.04
O 2.18 -0.66 -0.09
N 0.87 -0.25 -0.07
C -0.92 1.07 -0.05
C 0.45 1.06 -0.07
C -0.18 -1.09 -0.13
C -1.31 -0.33 -0.04
H 1.16 1.89 -0.10
H -0.08 -2.16 -0.23
H 2.40 -0.78 0.83
*
```

Summary:
Lowest unoccupied orbital energy ... 0.54 eV
Relative energy (zero: lowest compared OMol25 entry of this formula, charge and spin) ... 180.2 kJ/mol
Frontier orbital gap ... 9.34 eV
SMILES ... On1cc(F)c(Cl)c1


No. 7
DFT (ωB97M-V/def2-TZVPD) results for an isolated molecule of C4H3ClN2O at a distorted geometry.

The geometry in ORCA input format:
```
! RIJCOSX wB97M-V def2-TZVPD def2/J DEFGRID3
* xyz 0 1
Cl -2.45 -0.47 -0.08
O -0.55 1.22 0.07
N 1.72 0.99 -0.01
N 2.58 -1.42 -0.10
C 0.28 -0.93 0.30
C 1.63 -0.49 -0.03
C -0.75 -0.03 0.01
C 0.75 1.70 -0.01
H 0.33 -1.99 0.40
H 3.45 -1.04 -0.38
H 0.79 2.72 -0.03
*
```

Summary:
Lowest unoccupied orbital energy ... 0.38 eV
Relative energy (zero: lowest compared OMol25 entry of this formula, charge and spin) ... 217.8 kJ/mol
Frontier orbital gap ... 9.42 eV
SMILES ... [H]/N=c1/cc(Cl)ocn1


No. 8
DFT (ωB97M-V/def2-TZVPD) results for an isolated molecule of C4H3ClN2O2 at a distorted geometry.

The geometry in ORCA input format:
```
! RIJCOSX wB97M-V def2-TZVPD def2/J DEFGRID3
* xyz 0 1
Cl 0.58 -0.13 2.61
O -1.92 -1.87 0.93
O 0.58 3.18 0.58
N 0.39 2.32 -0.27
N -0.25 1.14 0.18
C -1.27 -0.88 0.68
C -0.38 -0.17 -0.27
C -0.44 0.18 1.34
C 0.56 -0.83 -1.25
H 0.61 -0.18 -2.00
H -0.07 -1.62 -1.56
H 1.62 -1.14 -0.96
*
```

Summary:
Lowest unoccupied orbital energy (alpha / beta) ... -0.20 / -0.20 eV
Relative energy (zero: lowest compared OMol25 entry of this formula, charge and spin) ... 501.4 kJ/mol
Frontier orbital gap (alpha / beta) ... 8.90 / 8.90 eV
SMILES ... C[C@@]12C(=O)[C@@]1(Cl)N2N=O


No. 9
DFT (ωB97M-V/def2-TZVPD) results for an isolated molecule of C4H3ClOS2 at a distorted geometry.

The geometry in ORCA input format:
```
! RIJCOSX wB97M-V def2-TZVPD def2/J DEFGRID3
* xyz 0 1
Cl 2.03 -2.87 -0.39
S -0.54 2.84 1.11
S -1.90 -0.07 -1.56
O 0.59 0.67 0.33
C 0.66 -0.67 0.22
C -1.77 0.74 -0.15
C -0.55 1.33 0.45
C 1.74 -1.17 -0.32
H -0.15 -1.33 0.55
H -2.72 1.07 0.29
H 2.62 -0.54 -0.53
*
```

Summary:
Lowest unoccupied orbital energy ... -2.00 eV
Relative energy (zero: lowest compared OMol25 entry of this formula, charge and spin) ... 209.7 kJ/mol
Frontier orbital gap ... 7.20 eV
SMILES ... S=CC(=S)O/C=C/Cl


No. 10
DFT (ωB97M-V/def2-TZVPD) results for a structure of composition C4H3CoO at a distorted geometry.

The geometry in ORCA input format:
```
! RIJCOSX wB97M-V def2-TZVPD def2/J DEFGRID3
* xyz 1 6
Co -1.82 -2.28 -1.04
O -2.12 -0.47 -1.16
C 1.95 0.18 0.80
C 0.68 -0.27 0.67
C -0.25 0.32 0.02
C -1.44 0.48 -0.60
H 2.25 0.76 1.68
H -1.97 1.44 -0.47
H 2.73 -0.16 0.11
*
```

Summary:
Expectation value of S² ... 8.795
Lowest unoccupied orbital energy (alpha / beta) ... -5.75 / -6.59 eV
Frontier orbital gap (alpha / beta) ... 6.35 / 8.93 eV


No. 11
DFT (ωB97M-V/def2-TZVPD) results for a structure of composition C4H3CrF13N3O19S7 at a distorted geometry.

The geometry in ORCA input format:
```
! RIJCOSX wB97M-V def2-TZVPD def2/J DEFGRID3
* xyz -3 5
Cr -0.18 0.01 0.00
S 2.13 -2.21 -1.69
S 1.46 2.12 -2.20
S 0.98 -2.65 2.11
S -0.98 2.59 -2.17
S -2.33 1.88 2.00
S -2.88 -0.51 1.86
S 2.46 1.78 1.81
F -0.92 2.59 2.07
F 3.15 -2.75 -4.05
F -2.62 -1.80 0.92
F 2.23 -0.81 -3.95
F 0.84 -1.14 4.31
F 0.95 3.25 3.43
F 2.42 1.00 -1.70
F -0.87 -2.46 4.08
F 1.01 -2.61 -4.11
F 1.10 -3.23 4.67
F -2.19 2.26 -1.17
F 2.99 2.91 4.14
F 1.49 1.37 4.30
O 3.49 0.79 2.03
O -1.50 2.18 -3.44
O 1.94 3.30 -1.57
O -1.03 -1.01 -3.83
O 1.94 -3.63 -1.46
O 0.99 -1.40 -1.23
O -2.66 1.76 3.40
O 1.55 1.96 -3.63
O 0.28 -1.61 1.35
O -4.24 -0.17 1.50
O -1.73 -0.79 -1.80
O 1.27 1.14 1.20
O 0.53 -3.99 1.85
O -2.64 -1.05 3.16
O -3.07 2.75 1.13
O 2.92 3.01 1.22
O 2.41 -2.51 2.12
O -0.77 3.97 -1.89
O 3.42 -1.67 -1.32
N -1.74 0.42 1.30
N -1.90 -0.89 -2.99
N 0.04 1.55 -1.50
C 2.10 -2.07 -3.57
C 0.45 -2.35 3.88
C 1.94 2.35 3.54
C -3.28 -0.90 -3.51
H -3.86 -0.53 -2.65
H -3.47 -0.26 -4.36
H -3.61 -1.94 -3.58
*
```

Summary:
Expectation value of S² ... 6.005
Lowest unoccupied orbital energy (alpha / beta) ... 5.94 / 5.94 eV
Relative energy (zero: lowest compared OMol25 entry of this formula, charge and spin) ... 0.0 kJ/mol
Frontier orbital gap (alpha / beta) ... 7.12 / 7.75 eV


No. 12
DFT (ωB97M-V/def2-TZVPD) results for a structure of composition C4H3CuLiO5 at a distorted geometry.

The geometry in ORCA input format:
```
! RIJCOSX wB97M-V def2-TZVPD def2/J DEFGRID3
* xyz 1 1
Cu 0.56 0.43 -2.06
O 3.48 -0.68 -2.65
O 1.88 -1.07 -1.28
O -0.48 -0.13 -0.38
O 3.51 -2.61 -1.49
O -4.82 2.71 0.91
C 0.09 -1.16 0.21
C 1.33 -1.62 -0.11
C -3.89 2.12 0.68
C 3.03 -1.55 -1.77
Li -1.86 0.89 0.26
H 1.83 -2.48 0.32
H 4.35 -0.95 -2.97
H 0.05 -1.21 1.34
*
```

Summary:
Lowest unoccupied orbital energy ... -4.59 eV
Relative energy (zero: lowest compared OMol25 entry of this formula, charge and spin) ... 0.0 kJ/mol
Frontier orbital gap ... 7.41 eV


no.,calculated total energy (eV)
1,-99083.094
2,-76277.611
3,-34818.293
4,-24198.953
5,-22970.776
6,-22971.605
7,-21744.460
8,-23787.096
9,-40434.473
10,-43856.375
11,-187163.931
12,-59271.916